(1)
A 2-piece molecular cluster, C38H43N2 overall in a non-equilibrium geometry. Source: OMol25; level of theory: the ωB97M-V functional and the def2-TZVPD basis.

Output
ΔE to the lowest compared entry with this formula, charge and spin = 487.6 kJ/mol
E_HOMO = -10.20 eV
Lowest unoccupied orbital energy = -4.320 eV
E_tot = -1582.913018 a.u.
Net charge = +1

XYZ file:
```
83
Properties=species:S:1:pos:R:3:forces:R:3
C 0.915918 -3.480640 2.245016 0.3 0.0 0.3
C 0.086417 -3.813493 1.007115 0.1 0.1 -0.6
C -0.002969 -5.332605 0.807610 -0.2 -0.2 0.2
C -1.325036 -3.254579 1.166043 -0.3 0.0 -0.1
C 0.807088 -3.209765 -0.194445 -0.3 0.0 -0.3
N 1.467822 -4.042863 -1.049486 0.1 0.2 0.0
C 2.256187 -3.329696 -1.940675 -0.1 0.8 0.1
C 2.106609 -1.965963 -1.620461 -0.1 -0.4 -0.3
C 2.790488 -1.007352 -2.380782 0.3 -0.2 -0.6
C 3.583703 -1.438768 -3.449170 -0.3 0.2 0.4
C 3.711642 -2.806984 -3.755862 -0.3 -0.4 0.3
C 3.041223 -3.777397 -2.993631 0.5 0.3 -0.5
C 1.110116 -1.874915 -0.542662 -0.1 0.6 -0.5
C 0.615306 -0.593010 -0.023600 1.3 -3.4 3.5
C 1.795645 0.254250 0.455573 0.0 0.4 0.5
C 3.138658 -0.203605 0.347552 0.4 0.1 -0.8
C 4.228819 0.662051 0.428928 -0.2 -0.2 0.7
C 4.074860 1.970322 0.895826 -0.2 0.1 -0.9
C 5.255974 2.877379 1.042432 0.2 0.3 0.0
C 2.783773 2.366363 1.256479 0.3 -0.5 0.6
C 1.736798 1.448366 1.235005 -0.1 0.5 -0.1
H 1.032420 -2.397133 2.366983 -0.1 -0.2 0.0
H 0.430237 -3.876821 3.142841 0.1 0.0 -0.1
H 1.922159 -3.909955 2.180754 -0.1 0.0 0.0
H -0.534059 -5.573682 -0.124309 0.1 0.0 0.2
H 0.984059 -5.816137 0.809338 -0.2 0.1 0.0
H -0.578338 -5.771333 1.632002 0.2 0.1 -0.2
H -1.854380 -3.252493 0.205901 0.0 0.0 0.2
H -1.883061 -3.897959 1.860582 0.1 0.3 -0.1
H -1.326312 -2.238984 1.577252 0.0 -0.2 -0.1
H 1.414506 -5.055347 -1.068516 -0.1 0.4 0.3
H 2.702024 0.057784 -2.147025 0.1 -0.5 -0.2
H 4.105119 -0.693348 -4.055598 -0.1 -0.3 0.2
H 4.348986 -3.100806 -4.592858 -0.3 0.0 0.3
H 3.122993 -4.845407 -3.198291 0.1 0.3 -0.1
H -0.175889 -0.730274 0.718719 0.5 0.1 -0.3
H 3.389459 -1.261632 0.234077 -0.4 0.5 -0.5
H 5.219730 0.293527 0.151276 -0.3 0.0 0.4
H 4.946476 3.896972 1.289348 0.0 -0.1 -0.1
H 5.928024 2.543777 1.844382 -0.2 -0.1 -0.1
H 5.852703 2.905063 0.123749 -0.1 0.0 0.1
H 2.600376 3.374805 1.639339 0.2 -0.5 0.3
H 0.948880 1.638979 1.967950 0.1 0.3 -1.1
C -4.197098 4.285398 4.106194 -0.5 -0.4 -0.3
C -4.983755 3.315378 3.502550 0.3 0.3 0.4
C -4.403393 2.314507 2.686140 0.7 -0.1 -0.3
C -5.148298 1.221396 2.166956 0.0 -0.6 -0.4
C -4.536020 0.222852 1.420580 -0.4 0.5 0.6
C -3.172177 0.342919 1.074378 0.1 0.7 0.2
C -2.462861 1.484114 1.417975 0.0 -0.6 -0.2
C -1.072926 1.698909 0.837790 0.4 -0.7 1.3
C -0.941221 1.531981 -0.664523 -0.7 1.2 0.1
C -0.058186 2.354480 -1.539908 -0.1 0.6 0.4
C -0.650994 2.065322 -2.952288 0.1 -0.2 -0.1
C 0.156896 0.875414 -3.429023 0.2 0.2 -0.8
C -0.304692 -0.266895 -2.574337 -0.4 -0.5 0.1
N -0.926172 0.119239 -1.185143 -1.4 0.7 -3.0
C -2.417555 0.403070 -1.959363 0.0 -1.3 1.4
C -2.166905 1.575306 -2.904759 0.7 0.7 -0.4
C -2.999742 2.399446 2.375807 -0.8 0.0 -0.3
C -2.225064 3.400387 3.006284 -0.2 0.7 0.4
C -2.804983 4.312712 3.876605 0.3 -0.5 -0.5
H -4.653083 5.021484 4.768864 0.1 -0.2 -0.2
H -6.063665 3.281230 3.658889 0.3 0.1 0.1
H -6.215885 1.166397 2.400435 0.4 0.0 -0.1
H -5.107900 -0.635847 1.065335 0.1 0.2 0.2
H -2.680658 -0.430722 0.479632 -0.3 0.2 0.2
H -0.722849 2.709851 1.077874 0.0 -0.3 -0.1
H -0.466472 0.985329 1.386272 -0.1 0.4 -0.1
H -1.904384 2.019310 -0.884348 0.3 -0.4 -0.1
H -0.138821 3.412964 -1.268280 0.0 -0.1 0.0
H 0.987455 2.044488 -1.411392 -0.1 0.2 -0.5
H -0.557287 2.940183 -3.604481 -0.1 -0.2 0.1
H -0.044762 0.612900 -4.472699 0.0 0.1 0.0
H 1.237580 1.038110 -3.360720 -0.2 0.2 0.1
H -1.086468 -0.804437 -3.140035 0.2 0.4 0.5
H 0.432111 -1.044484 -2.501558 0.2 0.2 0.5
H -2.722130 -0.534475 -2.425700 0.1 0.2 0.0
H -3.134292 0.636059 -1.174744 0.1 0.0 -0.2
H -2.815936 2.414728 -2.630125 0.1 -0.2 0.0
H -2.467537 1.269071 -3.908692 0.2 0.1 -0.1
H -1.153208 3.448971 2.816786 -0.3 0.1 0.1
H -2.181817 5.056262 4.372071 -0.2 -0.2 -0.1
```
Positions in Å, forces in eV/Å.

From a Mulliken analysis of the wavefunction, the atomic charges in e read: -1.514 2.403 -2.142 -1.674 -0.238 -0.003 -1.115 -0.031 1.105 -1.538 -0.797 -0.909 -0.026 0.846 0.596 -0.450 -0.991 0.920 -1.567 -1.046 -0.691 0.279 0.421 0.364 0.410 0.350 0.439 0.313 0.533 0.286 0.338 0.964 0.462 0.407 0.448 0.313 0.650 0.455 0.370 0.321 0.372 0.390 0.718 -0.583 -0.799 0.701 -0.973 -1.527 -0.540 0.808 -1.169 -0.035 -1.178 -0.006 -1.161 -0.365 -0.218 -0.544 -0.963 0.917 -0.531 -0.786 0.378 0.382 0.362 0.435 0.849 0.545 -0.235 0.917 0.496 0.152 0.502 0.436 0.322 0.641 0.231 0.436 0.629 0.477 0.449 0.399 0.409

***

(2)
C38H44BrHgN7O3P as an isolated structure in a non-equilibrium geometry. Source: OMol25; level of theory: the ωB97M-V functional and the def2-TZVPD basis.

Output
2S+1 = 2
E_HOMO (spin up / spin down) = -0.96 / -1.13 eV
Lowest unoccupied orbital energy (spin up / spin down) = 3.981 / 3.981 eV
Expectation value of S² = 0.76
E_tot = -5152.277115 a.u.
Net charge = -2

XYZ file:
```
95
Properties=species:S:1:pos:R:3:forces:R:3
Hg 0.020599 -0.024189 -0.133531 -0.1 0.5 1.0
O 3.107261 1.861147 2.989198 0.3 -0.1 0.1
C 2.514756 1.038735 2.260481 -0.8 0.5 0.3
N 1.213254 0.806330 2.209948 0.4 -0.9 -1.3
C 0.350379 1.059918 3.240851 -0.3 0.2 0.6
C 0.777176 0.987765 4.582257 0.0 0.1 -0.2
C -0.088124 1.162376 5.642118 -0.2 0.0 0.1
C -1.443814 1.369652 5.395999 0.1 -0.1 0.1
C -1.901295 1.396977 4.094182 0.1 0.1 -0.2
C -1.035911 1.278041 2.988438 0.1 0.2 0.6
N -1.507595 1.278480 1.702454 0.0 -0.7 -1.2
C -2.602901 1.906930 1.307653 0.6 0.2 0.4
O -3.218409 2.826283 1.886412 -0.3 -0.1 -0.1
C -3.131861 1.497045 -0.057295 -0.2 -0.1 0.0
C -3.933961 2.415099 -0.737774 0.0 0.0 -0.1
C -4.452540 2.081728 -1.972400 0.0 -0.1 0.1
C -4.184508 0.820718 -2.487160 -0.1 -0.1 0.0
C -3.410112 -0.038322 -1.728418 -0.1 0.0 -0.2
N -2.887721 0.279022 -0.545197 0.0 0.1 0.0
C 3.401028 0.244594 1.309878 0.2 -0.1 0.0
C 4.751327 0.607101 1.274273 0.1 0.1 0.0
C 5.635996 -0.115982 0.501122 -0.1 0.0 0.0
C 5.149939 -1.190510 -0.230113 0.0 0.0 0.0
C 3.801676 -1.484385 -0.126561 0.0 -0.1 0.0
N 2.942548 -0.805185 0.627021 -0.1 0.2 0.0
H 1.828484 0.813457 4.767063 0.0 0.1 0.0
H 0.285882 1.141712 6.661075 0.0 0.0 0.0
H -2.132715 1.518359 6.221515 0.0 0.0 0.0
H -2.951524 1.552521 3.893713 0.0 0.1 0.0
H -4.113209 3.375173 -0.276316 0.0 0.0 0.0
H -5.055362 2.789380 -2.530298 0.0 0.0 0.0
H -4.560529 0.509703 -3.453526 0.0 0.0 0.0
H -3.204151 -1.041364 -2.090106 0.0 0.0 0.0
H 5.058523 1.450686 1.875129 0.0 0.0 0.0
H 6.687909 0.144009 0.466048 0.0 0.0 0.0
H 5.797995 -1.793365 -0.853619 0.0 0.0 0.0
H 3.390554 -2.322537 -0.679193 -0.1 0.0 -0.1
C -2.669398 3.227223 -7.656358 -0.1 0.0 0.1
C -3.293648 2.653297 -6.374450 0.0 0.0 -0.1
C -4.238629 1.500019 -6.747964 0.0 0.1 0.0
C -4.134640 3.751379 -5.718857 0.1 -0.1 0.0
C -2.201503 2.133117 -5.444509 0.0 0.1 0.0
C -1.935051 2.687625 -4.198137 0.1 0.0 -0.1
C -1.003772 2.103266 -3.368519 0.3 0.1 0.4
Br -0.573040 2.975482 -1.712781 0.0 -0.1 -0.2
C -0.311912 0.887677 -3.642021 -0.3 0.2 -0.2
O 0.367157 0.263747 -2.769831 0.2 -0.1 0.0
C -0.449360 0.461602 -5.020157 0.2 0.0 0.1
C -1.389639 1.061458 -5.836810 -0.1 0.0 0.0
C 0.452831 -0.662208 -5.540029 0.0 -0.1 0.1
C 1.917477 -0.382449 -5.160338 -0.1 0.0 0.1
C 0.402170 -0.806363 -7.064694 -0.1 0.0 0.1
C 0.011254 -1.983341 -4.891976 0.2 0.2 -0.1
H -3.445776 3.595847 -8.335432 0.0 0.0 0.0
H -2.086128 2.468062 -8.179176 0.0 0.0 0.0
H -2.004116 4.055503 -7.407012 0.0 0.0 0.0
H -5.012248 1.840764 -7.444278 0.0 0.0 0.0
H -4.723658 1.111718 -5.850381 0.0 0.0 0.0
H -3.693418 0.679816 -7.214973 0.0 0.0 0.0
H -4.961848 4.027592 -6.378475 0.0 0.0 0.0
H -3.537365 4.644761 -5.529052 0.0 0.0 0.0
H -4.549142 3.405072 -4.770787 0.0 0.0 0.0
H -2.429457 3.586861 -3.855637 -0.1 0.0 0.0
H -1.499953 0.687412 -6.849214 0.0 0.0 0.0
H 2.257994 0.546909 -5.623810 0.0 0.0 0.0
H 2.561346 -1.201510 -5.497602 0.0 0.0 -0.1
H 2.005057 -0.287998 -4.081126 0.0 0.0 0.0
H 0.620213 0.146652 -7.552021 0.0 0.0 0.0
H -0.571755 -1.160587 -7.412174 0.0 0.0 0.0
H 1.155916 -1.531727 -7.381091 0.0 0.0 0.0
H 0.146862 -1.897312 -3.813501 0.1 0.1 -0.2
H 0.609325 -2.824547 -5.261539 0.0 0.0 0.0
H -1.041998 -2.182075 -5.107251 0.0 0.0 0.0
C -1.070649 -5.233959 -2.540986 0.0 0.0 0.1
N -1.725337 -4.268690 -1.672260 -0.2 0.0 0.0
C -1.605078 -4.709893 -0.288470 0.0 -0.1 0.0
N -0.227800 -4.942754 0.131352 -0.1 -0.1 0.1
C 0.371378 -5.903558 -0.780839 -0.1 0.0 0.0
N 0.319439 -5.511504 -2.186180 0.1 -0.1 -0.1
C 1.154980 -4.329370 -2.418350 0.0 0.2 0.0
P 0.663239 -2.771397 -1.454852 0.0 -0.6 0.1
C -1.163368 -2.927113 -1.835406 0.0 0.2 0.0
C 0.533025 -3.691665 0.179869 0.0 0.2 -0.1
H -1.102523 -4.863716 -3.568758 0.0 0.0 0.0
H -1.626923 -6.176451 -2.488311 0.0 0.0 0.0
H -2.153226 -5.652627 -0.179869 0.0 0.0 0.0
H -2.054684 -3.956199 0.360710 0.0 0.0 0.0
H -0.171780 -6.849478 -0.676358 0.0 0.0 0.0
H 1.416355 -6.060766 -0.500253 0.0 0.0 0.0
H 1.144670 -4.096965 -3.487074 0.0 0.0 0.1
H 2.185910 -4.580377 -2.145609 0.0 0.0 0.0
H -1.348013 -2.584424 -2.856322 -0.1 0.0 0.2
H -1.678096 -2.245526 -1.152093 0.0 0.0 -0.1
H 0.061681 -3.012951 0.895885 0.1 0.0 0.1
H 1.539311 -3.915361 0.545819 0.0 0.1 0.0
```
Positions in Å, forces in eV/Å.

From a Mulliken analysis of the wavefunction, the atomic charges in e read: 1.036 -0.805 -0.274 0.100 0.061 -0.343 -0.629 -0.659 -0.394 0.164 0.083 -0.308 -0.786 0.417 -0.574 -0.214 -0.361 -0.249 -0.141 0.493 -0.621 -0.193 -1.012 0.070 0.093 0.354 0.340 0.339 0.376 0.424 0.418 0.255 0.326 0.428 0.395 0.382 0.312 -1.787 1.931 -1.423 -2.041 -0.119 0.175 -0.614 -0.137 0.948 -1.038 -0.786 -0.371 2.538 -2.070 -2.386 -0.592 0.472 0.295 0.360 0.462 0.185 0.284 0.457 0.368 0.249 0.468 0.256 0.461 0.449 0.267 0.431 0.351 0.497 -0.970 0.535 0.419 -0.968 0.080 -1.130 0.133 -1.007 0.093 -0.999 0.889 -0.655 -0.915 0.417 0.297 0.305 0.416 0.320 0.411 0.286 0.491 0.201 0.610 0.549 0.352